(1)
The following is a DFT calculation (wB97M-V/def2-TZVPD) of C21H45AuO2P3 as an isolated structure at a distorted geometry.

## Properties
- LUMO level (spin up / spin down): -0.4215 / -0.4327 Eh
- E_HOMO (spin up / spin down): -15.417 / -15.412 eV
- Electronic energy: -2136.3054 hartree
- Spin multiplicity: 3
- Net charge: +3
- ⟨S²⟩: 2.040

Structure (XYZ):
```
72
C21H45AuO2P3, DFT wB97M-V/def2-TZVPD
Au -0.89481 -0.38735 0.43842
P -2.95303 -1.22938 1.60088
P 0.83376 -0.89653 2.22108
P -1.89695 0.05857 -1.83059
H 7.36328 -1.84372 -4.20287
C 6.96571 -1.09769 -4.89188
C 7.27911 0.20477 -4.76655
H 7.93601 0.55594 -3.97025
C -3.11192 -2.98057 1.16585
C -2.86563 -1.13316 3.40310
C -4.50171 -0.42165 1.14439
C 2.52665 -0.29421 1.90725
C 0.54800 -0.30053 3.92193
C 1.01801 -2.70336 2.36172
C -0.84127 0.91863 -3.04496
C -3.40183 1.08978 -1.94288
C -2.32404 -1.54950 -2.58989
H 6.34997 -1.45534 -5.71750
H 6.92474 0.94647 -5.48266
H -3.95579 -3.44721 1.69239
H -2.18479 -3.49808 1.43708
H -3.26000 -3.06762 0.08269
H -3.78685 -1.52288 3.85692
H -2.74657 -0.08928 3.71568
H -2.01630 -1.71061 3.78284
H -5.22629 -1.17085 0.80660
H -4.34852 0.30417 0.34034
H -4.91649 0.11092 2.00741
H 3.16741 -0.44731 2.78544
H 2.48540 0.77494 1.66899
H 2.95699 -0.81498 1.04459
H 0.84261 -1.08038 4.63915
H -0.50734 -0.05161 4.07989
H 1.15451 0.59799 4.10244
H 1.86497 -2.96530 3.01062
H 1.19083 -3.11310 1.35881
H 0.09230 -3.12797 2.77243
H -1.46921 1.25248 -3.88089
H -0.04264 0.26078 -3.41003
H -0.38190 1.79003 -2.56008
H -3.46945 1.50986 -2.95718
H -3.31160 1.92276 -1.23058
H -4.31121 0.50910 -1.74184
H -2.48107 -1.46076 -3.67335
H -3.23456 -1.95341 -2.12674
H -1.49533 -2.24622 -2.41594
C 1.95074 0.30523 -1.38632
C 1.99111 -1.12682 -1.59442
C 2.86156 -1.70178 -2.49439
C 3.72273 -0.89947 -3.24739
C 3.69050 0.49683 -3.10777
C 2.83574 1.09617 -2.20716
O 1.17967 0.87622 -0.54702
H -0.62101 -1.95930 -0.08546
H 1.30425 -1.74277 -1.00500
H 2.86457 -2.79259 -2.61087
H 4.43142 -1.34519 -3.95050
H 4.34653 1.12473 -3.70979
H 2.79501 2.17597 -2.07538
C -0.85305 3.50735 3.03897
C -2.24127 3.82206 2.48378
C -2.52202 2.56042 1.68237
O -1.26732 2.04245 1.18748
C -0.21356 2.79225 1.86112
H -0.30095 4.39473 3.34460
H -0.97068 2.81316 3.88569
H -2.16971 4.67815 1.80078
H -2.99270 4.00193 3.26503
H -2.92642 1.80923 2.37637
H -3.24627 2.70566 0.87284
H 0.19893 3.50682 1.14514
H 0.58904 2.11190 2.16502
```

Mulliken population analysis, charges in e, atoms 1 to 6: 1.62, 0.86, 0.73, 0.89, 0.29, -0.62

=====

(2)
The following is a DFT calculation (wB97M-V/def2-TZVPD) of a 2-piece molecular cluster, C4H8OS overall at a distorted geometry.

## Properties
- Energy above the lowest of the compared OMol25 structures with the same formula, charge and spin: 3.721 eV
- LUMO level: 0.0277 Eh
- E_HOMO: -9.482 eV
- Electronic energy: -630.4982 hartree

Structure (XYZ):
```
14
C4H8OS, DFT wB97M-V/def2-TZVPD
C -0.81089 1.59850 0.17271
C -1.34101 0.91752 -0.84439
C 1.37647 -0.90221 0.93165
C 1.83721 -0.66224 -0.32379
O -1.95814 -0.90475 0.89983
S -1.90897 -0.74399 -0.54770
H -0.54431 2.56985 0.18914
H -0.61973 1.01074 1.09815
H -1.69406 1.44871 -1.76012
H -0.64781 -1.02307 -1.04542
H 0.38439 -0.59871 1.30216
H 1.96867 -1.57742 1.59245
H 2.81163 -1.12545 -0.72396
H 1.14652 -0.00749 -0.94072
```

natural (NBO) population analysis, charges in e, atoms 1 to 6: -0.34, -0.48, -0.39, -0.43, -0.97, 1.11

=====

(3)
The following is a DFT calculation (wB97M-V/def2-TZVPD) of a 2-piece molecular cluster, C3H12N6O overall at a distorted geometry.

## Properties
- Energy above the lowest of the compared OMol25 structures with the same formula, charge and spin: 0.911 eV
- LUMO level: 0.0318 Eh
- SMILES: N/C=N\C(N)N.N/C=N/O
- E_HOMO: -8.549 eV
- Electronic energy: -525.1685 hartree

Structure (XYZ):
```
22
C3H12N6O, DFT wB97M-V/def2-TZVPD
C -1.26583 -0.13256 0.48818
C -0.12451 1.91327 0.84920
C 0.43074 -2.03082 -1.59534
N -1.06621 1.08494 0.15079
N -0.31009 -1.04434 -1.32818
N -0.66374 -0.67939 1.57078
N -0.03397 3.01796 -0.04540
N 0.15848 -3.16817 -0.81203
N 1.16268 1.21595 1.14264
O -0.25331 0.04475 -2.16605
H -2.07829 -0.60576 0.18431
H -0.42277 2.17443 1.80176
H 1.20758 -1.83524 -2.36243
H -0.80205 0.73523 -1.47790
H -0.82416 -1.65258 1.65528
H 0.23578 -0.25947 1.77749
H -0.81684 3.63174 -0.07710
H 0.24521 2.82824 -0.98023
H -0.75643 -3.55647 -0.86605
H 0.89860 -3.79604 -0.69968
H 1.70838 1.06456 0.29492
H 1.81813 1.75689 1.69150
```

natural (NBO) population analysis, charges in e, atoms 1 to 6: 0.38, 0.24, 0.18, -0.65, -0.18, -0.83

=====

(4)
The following is a DFT calculation (wB97M-V/def2-TZVPD) of C23H43BCeCl2F4N3O4Si as an isolated structure at a distorted geometry.

## Properties
- Energy above the lowest of the compared OMol25 structures with the same formula, charge and spin: 0.000 eV
- LUMO level (spin up / spin down): 0.0137 / 0.0137 Eh
- E_HOMO (spin up / spin down): -7.249 / -8.443 eV
- Electronic energy: -3477.2618 hartree
- Spin multiplicity: 2
- ⟨S²⟩: 0.751

Structure (XYZ):
```
82
C23H43BCeCl2F4N3O4Si, DFT wB97M-V/def2-TZVPD
C 3.53759 1.27510 0.34978
C 3.00007 1.62253 -1.00248
H 4.50435 0.76205 0.29928
H 2.82621 0.62887 0.89001
H 3.67633 2.18608 0.95469
C 3.70676 1.57526 -2.14921
C 5.17526 1.31401 -2.26774
H 3.20214 1.79804 -3.09034
H 5.61541 0.93245 -1.34142
H 5.73628 2.21526 -2.56195
H 5.35114 0.57407 -3.05982
Ce -0.81551 -0.33077 0.16475
Cl 0.84520 -0.62000 2.13752
C -2.11213 1.90833 -2.17230
O -1.77160 0.72863 -1.90581
N -2.92977 2.22360 -3.17139
C -3.58926 1.20795 -3.98694
C -3.23870 3.61790 -3.48183
H -1.74418 2.77470 -1.58091
H -3.54523 0.22003 -3.51959
H -3.14319 1.16231 -4.98823
H -4.63119 1.50812 -4.11734
H -2.73587 4.29327 -2.77892
H -4.32820 3.75928 -3.41893
H -2.89983 3.83492 -4.50925
H -5.77243 -1.92401 2.54711
H -5.11024 -0.61723 4.37566
C -4.79975 -2.37408 2.33512
C -4.16035 -1.15553 4.43186
N -3.79007 -1.65336 3.11272
H -4.57841 -2.29549 1.27333
C -2.56138 -1.43748 2.65638
O -2.19667 -1.74711 1.48682
H -3.38350 -0.47745 4.78730
H -1.86355 -0.92581 3.34696
H -4.82838 -3.42981 2.63401
H -4.26296 -1.97921 5.15307
H 3.05691 -1.14096 -0.99525
H 2.95993 -0.87775 -3.65907
C 2.44523 -2.04700 -1.14334
C 2.35971 -1.79766 -3.62502
N 1.63807 -1.90610 -2.36149
H 1.79991 -2.20000 -0.27599
C 0.30920 -1.92688 -2.34856
O -0.39010 -2.02847 -1.28945
H 1.63362 -1.78402 -4.44441
H -0.16487 -1.80898 -3.33424
H 3.12801 -2.89849 -1.27465
H 3.03610 -2.64949 -3.75277
O 0.76394 0.85384 -0.64241
C 1.52696 1.97956 -0.99077
C 0.76177 1.86096 -3.44939
C 1.03812 2.61359 -2.30371
H 0.85823 0.76201 -3.40985
C 0.36681 2.51094 -4.63045
H 1.38773 2.72755 -0.17820
C 0.88382 3.99618 -2.32250
H 0.15320 1.91996 -5.52922
C 0.21092 3.89993 -4.62901
C 0.47845 4.64876 -3.48305
H 1.09889 4.57097 -1.41551
H -0.15225 4.40849 -5.52451
H 0.34155 5.72733 -3.48023
Si 2.14720 -3.04031 5.57883
Cl 3.83042 -2.31871 4.51419
C 1.70598 -4.62673 4.69756
C 1.03073 -1.56693 5.52367
C 2.43707 -3.52036 7.39266
H 1.74432 -4.46829 3.61209
H 0.69611 -4.96440 4.96425
H 2.41104 -5.43372 4.95150
H 3.10458 -4.38146 7.52789
H 1.46915 -3.80324 7.83510
H 2.82845 -2.69695 8.00221
H 0.99242 -1.22080 4.48034
H 1.44332 -0.74880 6.13351
H 0.00723 -1.77753 5.85635
F -2.57651 1.13077 0.74719
B -4.04788 0.79441 0.28876
F -3.96052 -0.41608 -0.42010
F -4.72897 0.64779 1.48517
F -4.44840 1.84167 -0.51002
```

Mulliken population analysis, charges in e, atoms 1 to 6: -1.26, 0.30, 0.38, -0.01, 0.31, 0.18

=====

(5)
The following is a DFT calculation (wB97M-V/def2-TZVPD) of C22H41BN6O4PtSi as an isolated structure at a distorted geometry.

## Properties
- LUMO level (spin up / spin down): -0.3186 / -0.3968 Eh
- E_HOMO (spin up / spin down): -14.935 / -14.942 eV
- Electronic energy: -1925.4898 hartree
- Spin multiplicity: 3
- Net charge: +2
- ⟨S²⟩: 2.013

Structure (XYZ):
```
76
C22H41BN6O4PtSi, DFT wB97M-V/def2-TZVPD
C -0.72126 0.74178 -3.54613
N 0.00169 -0.32609 -3.17327
N 0.53847 -0.88449 -4.31591
C 0.11903 -0.16734 -5.39155
C -0.68425 0.88207 -4.94833
B 1.41095 -2.20732 -4.31485
N 2.84525 -2.10779 -3.64851
N 3.04469 -1.93970 -2.29291
C 4.36891 -1.95751 -2.07351
C 5.05502 -2.16149 -3.28793
C 4.05380 -2.25383 -4.25333
Pt 1.22497 -1.11266 -1.66509
N 0.61563 -3.28131 -3.53401
N 0.37325 -3.02438 -2.22544
C -0.32029 -4.06258 -1.73093
C -0.53286 -5.01786 -2.74722
C 0.08014 -4.47982 -3.88012
H -0.62645 -4.06898 -0.68463
H 0.17404 -4.85773 -4.89756
H -1.05946 -5.96794 -2.66835
H 1.57026 -2.53691 -5.46943
H 4.11064 -2.42063 -5.32844
H 0.41863 -0.46283 -6.39640
H 6.13065 -2.24227 -3.43964
H -1.18336 1.63615 -5.55553
H 4.75166 -1.82885 -1.06131
H -1.22847 1.34242 -2.79135
H 2.31367 -1.00135 0.68261
C 2.87947 -0.32275 1.34112
H 3.91199 -0.69229 1.44927
H 2.89499 0.68747 0.90135
H 2.39732 -0.28510 2.33119
C 2.19146 2.78771 2.50038
C 1.06062 1.88614 3.04952
C 1.60574 1.17038 4.32493
C -0.06993 2.81852 3.50507
O 0.64022 1.04057 2.13804
Si -0.45605 0.58624 0.98804
O 0.05364 -0.22339 -0.39848
O -1.61466 -0.27516 1.69716
C -2.13488 -0.95328 2.64837
C -1.35192 -2.26050 2.85169
C -2.15082 -0.14620 3.95465
C -3.59338 -1.26950 2.27866
O -1.10706 1.98557 0.54823
C -2.04344 2.70783 0.06779
C -3.12852 1.80848 -0.55168
C -2.70401 3.55392 1.17433
C -1.42459 3.66624 -0.96540
H 2.48157 3.55038 3.25614
H 1.86652 3.31399 1.57909
H 3.12250 2.22914 2.29828
H 1.88082 1.91952 5.09953
H 0.87612 0.48376 4.78328
H 2.53984 0.60261 4.16329
H -0.39833 3.43002 2.65815
H -0.92437 2.26992 3.93099
H 0.29275 3.51957 4.28998
H -0.29583 -2.03966 3.12185
H -1.80198 -2.86164 3.67191
H -1.35860 -2.86738 1.92188
H -2.70028 0.81100 3.82293
H -2.63705 -0.71756 4.77435
H -1.12467 0.06463 4.27730
H -4.16715 -0.32678 2.13792
H -3.64003 -1.85427 1.33617
H -4.08564 -1.85423 3.08727
H -3.59248 1.17679 0.23510
H -3.92541 2.42292 -1.02153
H -2.71663 1.12075 -1.30713
H -1.99994 4.29437 1.60049
H -3.54821 4.14373 0.75708
H -3.09116 2.90640 1.99038
H -0.68254 4.33069 -0.46883
H -0.86910 3.12920 -1.75048
H -2.20182 4.30047 -1.44053
```

Mulliken population analysis, charges in e, atoms 1 to 6: -0.10, 0.01, -0.12, 0.07, -1.43, 0.08

=====

(6)
The following is a DFT calculation (wB97M-V/def2-TZVPD) of an isolated ion of composition C4H10N2O and charge +2 at a distorted geometry.

## Properties
- Energy above the lowest of the compared OMol25 structures with the same formula, charge and spin: 1.003 eV
- LUMO level: -0.3803 Eh
- SMILES: C=[N+](C)C(=[NH2+])OC
- E_HOMO: -21.160 eV
- Electronic energy: -342.4053 hartree
- Net charge: +2

Structure (XYZ):
```
17
C4H10N2O, DFT wB97M-V/def2-TZVPD
C 0.74699 -0.65926 -1.78561
C -0.30110 0.16025 0.15552
C 1.99144 0.80944 -0.37977
C -1.97391 -1.27375 1.09819
N -0.55555 1.30441 0.65519
N 0.86536 0.07665 -0.74386
O -0.85581 -1.00929 0.26334
H 1.68768 -0.71621 -2.35337
H -0.10430 -1.21950 -1.81560
H 1.66776 1.88741 -0.25165
H 2.81570 0.87052 -1.12803
H 2.39858 0.48023 0.61191
H -2.07466 -2.23136 1.54776
H -2.88063 -1.29948 0.37858
H -2.03435 -0.48772 1.93150
H -0.19621 2.20593 0.42240
H -1.19699 1.10173 1.39350
```

natural (NBO) population analysis, charges in e, atoms 1 to 6: 0.22, 0.85, -0.47, -0.30, -0.66, -0.29

=====

Copy entry 6 word for word.
The following is a DFT calculation (wB97M-V/def2-TZVPD) of an isolated ion of composition C4H10N2O and charge +2 at a distorted geometry.

## Properties
- Energy above the lowest of the compared OMol25 structures with the same formula, charge and spin: 1.003 eV
- LUMO level: -0.3803 Eh
- SMILES: C=[N+](C)C(=[NH2+])OC
- E_HOMO: -21.160 eV
- Electronic energy: -342.4053 hartree
- Net charge: +2

Structure (XYZ):
```
17
C4H10N2O, DFT wB97M-V/def2-TZVPD
C 0.74699 -0.65926 -1.78561
C -0.30110 0.16025 0.15552
C 1.99144 0.80944 -0.37977
C -1.97391 -1.27375 1.09819
N -0.55555 1.30441 0.65519
N 0.86536 0.07665 -0.74386
O -0.85581 -1.00929 0.26334
H 1.68768 -0.71621 -2.35337
H -0.10430 -1.21950 -1.81560
H 1.66776 1.88741 -0.25165
H 2.81570 0.87052 -1.12803
H 2.39858 0.48023 0.61191
H -2.07466 -2.23136 1.54776
H -2.88063 -1.29948 0.37858
H -2.03435 -0.48772 1.93150
H -0.19621 2.20593 0.42240
H -1.19699 1.10173 1.39350
```

natural (NBO) population analysis, charges in e, atoms 1 to 6: 0.22, 0.85, -0.47, -0.30, -0.66, -0.29

=====

Among the records above, which one has the highest electronic energy? C4H10N2O